Run w
{
  "formula": "C4H7NO3",
  "method": "ωB97M-V with the def2-TZVPD basis set",
  "species": ["O", "H", "H", "H", "C", "H", "H", "H", "C", "O", "H", "C", "C", "O", "N"],
  "xyz": [[-0.57, 2.59, -2.12], [-1.61, -0.46, 0.43], [1.36, -1.41, -0.16], [-1.32, 1.86, -0.30], [0.65, 0.92, -0.91], [1.26, -1.04, 1.77], [1.59, 1.42, -1.07], [0.44, 1.05, 1.15], [-0.65, -1.91, 0.94], [-0.60, -3.04, 1.37], [0.62, 0.22, -1.75], [-0.52, 1.86, -1.10], [0.72, -1.01, 0.75], [-1.82, -1.36, 0.63], [0.43, 0.32, 0.38]],
  "smiles": "O=CCNCC(=O)O",
  "lumo_ev": 0.24,
  "orbital_gap_ev": 9.747
}



Run x
{
  "formula": "C4H7NO3",
  "method": "ωB97M-V with the def2-TZVPD basis set",
  "species": ["H", "H", "H", "H", "C", "C", "H", "H", "C", "O", "H", "C", "O", "N", "O"],
  "xyz": [[-0.68, 2.12, -1.46], [-2.19, 1.49, -0.74], [1.63, -1.33, 1.41], [0.70, 0.15, 1.68], [0.24, -0.61, -0.23], [1.26, -0.43, 0.93], [-0.63, -1.52, -1.88], [0.64, -2.47, -1.04], [-1.28, 1.16, -1.12], [2.14, 1.24, -0.29], [-1.49, 0.75, -2.12], [0.15, -1.56, -1.15], [-0.56, 0.44, -0.12], [2.32, 0.12, 0.12], [3.29, -0.59, -0.23]],
  "smiles": "C=C(C[N+](=O)[O-])OC",
  "lumo_ev": 0.14,
  "orbital_gap_ev": 9.410
}



run w has the most favorable energy; the next structure is 0.1379 hartree above.